Record 1
Here is 5 unconnected molecules or ions with the total composition CH11O4S at a distorted geometry from OMol25. Energies are from ωB97M-V/def2-TZVPD.

Positions of all 17 atoms, in Å:
1 C -2.23985 0.34614 -1.21759
2 S -0.50739 -0.29333 -1.47064
3 H -2.78176 -0.06597 -0.37243
4 H -2.04544 1.40843 -1.24909
5 H -2.72507 0.11579 -2.16069
6 H 0.10290 -0.85805 1.67143
7 H 0.89731 0.12368 0.76598
8 O 0.84943 -0.25611 1.65756
9 H -3.45685 1.87758 -4.12105
10 H -2.24201 1.91868 -3.38474
11 O -3.13325 2.31391 -3.31402
12 H 2.29762 0.90810 4.13959
13 H 2.11262 -0.13796 2.98342
14 O 2.48166 0.00553 3.87801
15 H 2.79883 -2.58790 0.35924
16 H 3.99055 -1.97418 0.99741
17 O 3.60070 -2.84434 0.83761

Energy relative to the best compared isomer or geometry (same formula, charge and spin), kJ/mol: 118.6
Kohn-Sham gap, eV: 6.4
Total charge: -1
Electronic energy, eV: -20241.693

***

Record 2
Here is 13 unconnected molecules or ions with the total composition C48H98O16 at a distorted geometry from OMol25. Energies are from ωB97M-V/def2-TZVPD.

Positions of all 162 atoms, in Å:
1 C 2.39735 5.82326 6.24461
2 C 2.09322 4.85598 5.26809
3 C 2.59062 3.59781 5.39604
4 C 3.57086 3.30099 6.36450
5 C 3.96404 4.23955 7.28764
6 C 3.34810 5.53044 7.20330
7 O 3.83028 6.40637 8.11122
8 O 2.13251 2.70053 4.51443
9 H 1.93019 6.79649 6.25573
10 H 1.38778 5.16673 4.46764
11 H 3.82179 2.22699 6.39794
12 H 4.74075 4.06260 7.98211
13 H 3.34924 7.18933 8.04700
14 H 2.54123 1.84377 4.56867
15 C 1.08088 -6.03960 4.97598
16 C 0.35375 -4.90384 4.98519
17 C 0.16215 -4.20262 3.77853
18 C 0.68730 -4.72488 2.63928
19 C 1.44591 -5.86565 2.68022
20 C 1.69248 -6.54888 3.83510
21 O 2.47800 -7.67756 3.74674
22 O -0.69991 -3.13063 3.73046
23 H 1.17112 -6.69071 5.92214
24 H -0.02738 -4.41122 5.90818
25 H 0.48899 -4.21967 1.72174
26 H 1.85547 -6.26934 1.80482
27 H 2.87690 -8.01690 4.63759
28 H -0.99755 -2.68130 4.51914
29 C -0.98363 -1.17085 -0.98735
30 C -0.45759 0.02496 -1.40055
31 C 0.15969 0.87596 -0.56439
32 C 0.04117 0.58490 0.82416
33 C -0.42513 -0.62406 1.26364
34 C -0.94438 -1.55796 0.33394
35 O -1.54535 -2.72874 0.67019
36 O 0.84033 2.05552 -0.86656
37 H -1.50046 -1.81655 -1.70647
38 H -0.44763 0.26354 -2.45628
39 H 0.47772 1.23410 1.56476
40 H -0.38474 -0.89910 2.29973
41 H -1.36536 -2.90684 1.60690
42 H 1.17839 2.06351 -1.81291
43 C -5.16860 2.92949 -3.82271
44 C -3.87402 2.25219 -3.81965
45 C -4.02648 1.08203 -2.82757
46 O -3.48456 1.82053 -5.11371
47 H -5.17851 3.53760 -2.96056
48 H -5.95256 2.26713 -3.74891
49 H -5.28083 3.52932 -4.73251
50 H -3.08736 2.95137 -3.43090
51 H -4.30523 0.23803 -3.49973
52 H -4.78195 1.14598 -1.97763
53 H -3.01543 0.90993 -2.40176
54 H -2.75693 1.17371 -5.09835
55 C 0.84406 -1.06463 -6.11558
56 C -0.19230 0.10116 -6.06710
57 C -0.59747 0.51589 -7.45495
58 O -1.37484 -0.21138 -5.33179
59 H 1.77288 -0.73371 -6.63753
60 H 0.49721 -1.96648 -6.60967
61 H 1.12899 -1.48346 -5.10944
62 H 0.35946 0.88615 -5.48952
63 H 0.23899 0.99103 -7.97354
64 H -1.35224 1.31692 -7.39669
65 H -0.92724 -0.38537 -7.95771
66 H -1.93128 -0.84729 -5.79187
67 C -4.08862 -4.14413 -4.91818
68 C -2.90779 -3.09975 -4.87574
69 C -1.62681 -3.59940 -4.30405
70 O -2.62737 -2.58029 -6.24310
71 H -3.65793 -4.93558 -5.60068
72 H -4.98856 -3.67213 -5.24525
73 H -4.27014 -4.58697 -3.96928
74 H -3.26580 -2.22859 -4.29602
75 H -0.80927 -2.96128 -4.61174
76 H -1.37600 -4.64645 -4.58567
77 H -1.73688 -3.55536 -3.18841
78 H -3.45162 -2.44836 -6.69810
79 C -0.69557 0.96651 5.77334
80 C -1.55627 -0.31830 5.87180
81 C -2.39188 -0.51695 4.62295
82 O -0.82074 -1.55870 6.11651
83 H -0.23361 1.28990 6.70111
84 H -1.43574 1.73544 5.62584
85 H 0.05798 0.84054 4.97962
86 H -2.17669 -0.22382 6.74930
87 H -1.95659 -0.78959 3.65511
88 H -2.81819 0.52521 4.34642
89 H -3.20462 -1.20291 4.77406
90 H -0.12439 -1.48843 6.82047
91 C -5.83640 -2.53229 -2.11200
92 C -4.88364 -2.48482 -0.95950
93 C -5.21282 -3.37840 0.21153
94 O -3.55004 -2.73930 -1.51240
95 H -6.77255 -1.93120 -1.90486
96 H -6.04389 -3.52840 -2.39625
97 H -5.37760 -2.07562 -3.00528
98 H -4.90443 -1.44466 -0.55773
99 H -6.23327 -3.26617 0.57583
100 H -4.59226 -3.11884 1.09450
101 H -5.22906 -4.46116 -0.05548
102 H -3.01634 -2.91201 -0.69405
103 C 2.08789 3.09378 -4.93057
104 C 2.82380 1.85485 -4.44356
105 C 4.34796 1.98346 -4.57440
106 O 2.41346 1.74072 -3.09792
107 H 2.29616 3.33301 -5.98038
108 H 2.44058 3.91096 -4.32978
109 H 0.97338 2.97730 -4.87660
110 H 2.47783 0.93769 -5.02615
111 H 4.68505 2.93166 -4.13840
112 H 4.78615 1.91466 -5.58085
113 H 4.75584 1.13255 -4.06447
114 H 2.98315 1.06984 -2.72115
115 C -2.88418 2.99800 0.60103
116 C -3.95145 4.05285 0.93583
117 C -3.52744 5.43289 0.51378
118 O -5.17590 3.65773 0.38899
119 H -2.83019 2.96260 -0.48905
120 H -3.23390 1.99425 0.81364
121 H -1.87909 3.21674 0.94442
122 H -4.16748 4.05788 2.01829
123 H -2.50080 5.60172 0.91248
124 H -4.23748 6.20343 0.78758
125 H -3.46587 5.39248 -0.60432
126 H -5.02149 3.31951 -0.49390
127 C 5.21163 2.70581 0.07380
128 C 3.99415 2.52945 1.04256
129 C 2.88283 3.64166 0.90775
130 O 3.34575 1.26294 0.83466
131 H 4.93060 2.72696 -1.00006
132 H 5.95351 1.92559 0.18964
133 H 5.74003 3.62363 0.39183
134 H 4.32746 2.56515 2.06314
135 H 2.53837 3.70197 -0.13758
136 H 3.21930 4.61400 1.25627
137 H 2.01145 3.36963 1.53318
138 H 2.54662 1.42803 0.36672
139 C 2.79545 -1.94430 2.50513
140 C 2.31187 -1.20623 3.73537
141 C 2.77226 -1.86148 5.03390
142 O 2.76274 0.17329 3.74800
143 H 3.85580 -1.74826 2.45570
144 H 2.27984 -1.64262 1.59464
145 H 2.71074 -3.00489 2.73255
146 H 1.22142 -1.11587 3.76208
147 H 2.24096 -2.80879 5.04871
148 H 2.53199 -1.14813 5.86446
149 H 3.88235 -1.97582 4.96007
150 H 3.01898 0.42554 2.79881
151 C 2.38675 -1.78434 -1.60318
152 C 3.83961 -1.42315 -1.47478
153 C 4.74368 -2.12907 -2.46246
154 O 4.10076 0.05241 -1.53576
155 H 1.87353 -1.44332 -2.47544
156 H 1.71871 -1.59094 -0.75457
157 H 2.29273 -2.95378 -1.65565
158 H 4.15514 -1.75536 -0.45813
159 H 5.75777 -1.72849 -2.38023
160 H 4.43810 -2.07532 -3.50723
161 H 4.70388 -3.15956 -2.01912
162 H 4.05976 0.34292 -0.57737

Kohn-Sham gap, eV: 8.1
Electronic energy, eV: -84123.588

***

Record 3
Here is a molecular structure, C8H20As4F24NOTi at a distorted geometry from OMol25. Energies are from ωB97M-V/def2-TZVPD.

Positions of all 59 atoms, in Å:
1 Ti 2.43011 1.43152 0.95613
2 C -0.30262 -0.90323 1.37631
3 C -1.71855 -0.50349 0.91866
4 N -2.41938 -1.33244 -0.18951
5 C -2.77982 -2.65207 0.43359
6 C -3.69799 -0.65701 -0.60920
7 C -4.78269 -0.43477 0.56760
8 C -1.42839 -1.52014 -1.41020
9 C -1.89063 -2.39206 -2.57985
10 O -1.92447 -3.75529 -2.20697
11 C -2.04783 -4.71608 -3.30927
12 H -0.12299 -0.54574 2.39023
13 H 0.58733 -0.64063 0.80436
14 H -0.28335 -1.98978 1.46076
15 H -1.62418 0.47692 0.45177
16 H -2.33633 -0.34968 1.80341
17 H -1.90081 -3.29519 0.47629
18 H -3.48867 -3.09769 -0.26431
19 H -3.21213 -2.50415 1.42320
20 H -4.19239 -1.28614 -1.34938
21 H -3.43462 0.28946 -1.08135
22 H -4.26827 0.08049 1.37876
23 H -5.09704 -1.43755 0.85693
24 H -5.66936 0.01541 0.12122
25 H -0.55406 -2.02326 -0.99727
26 H -1.04096 -0.56595 -1.76731
27 H -1.23760 -2.25384 -3.44156
28 H -2.90852 -2.16858 -2.89930
29 H -2.75802 -4.47940 -4.10156
30 H -2.36871 -5.70409 -2.97917
31 H -1.08377 -4.82335 -3.80644
32 As -0.91443 3.38301 1.61687
33 F 0.35747 1.99418 1.67875
34 F -0.92197 3.14100 -0.15119
35 F -2.08204 4.73506 1.53691
36 F -0.71117 3.50666 3.39560
37 F 0.43711 4.55947 1.34537
38 F -2.26271 2.21210 1.86477
39 As 2.90251 -0.58385 -1.63939
40 F 4.02905 0.78487 -1.69237
41 F 2.48469 -0.41191 -3.40164
42 F 1.73445 -1.94934 -1.58276
43 F 3.30478 -0.70924 0.14821
44 F 1.62654 0.58307 -1.21801
45 F 4.15337 -1.71922 -2.04293
46 As 3.88051 0.46689 3.67103
47 F 5.11135 0.21311 2.34375
48 F 3.50446 2.03496 2.87790
49 F 2.68661 0.72036 5.00866
50 F 4.43820 -1.02624 4.52840
51 F 5.08993 1.38231 4.67070
52 F 2.59829 -0.33952 2.82720
53 As 3.70856 4.40224 -1.15968
54 F 3.65280 3.26909 0.28439
55 F 2.28953 5.37029 -0.63420
56 F 3.94144 5.43744 -2.67739
57 F 5.13780 3.44317 -1.74477
58 F 2.51455 3.44545 -2.11687
59 F 4.86532 5.39220 -0.16394

Kohn-Sham gap (spin up / spin down), eV: 1.9 / 9.5
Total charge: -2
Electronic energy, eV: -343860.539
Spin multiplicity: 4

***

Record 4
Here is a molecular structure, C28H26F6IN4O9S3TeW at a distorted geometry from OMol25. Energies are from ωB97M-V/def2-TZVPD.

Positions of all 79 atoms, in Å:
1 W -0.76700 0.81167 1.38402
2 O -3.14243 1.32535 3.28412
3 S -2.51991 0.02205 3.54520
4 O -2.61153 -0.53451 4.87373
5 O -2.12731 -0.32115 1.22284
6 O -0.96348 0.26295 3.25828
7 F 1.12643 0.50850 -3.19986
8 C 1.43772 1.80620 -3.30407
9 F 2.74227 1.94201 -3.10207
10 F 1.13825 2.21858 -4.52967
11 S 0.50836 2.77804 -2.03137
12 O 0.59746 1.93552 -0.85170
13 O 1.15509 4.04799 -1.98362
14 N -0.93733 2.92156 -2.62037
15 S -2.19033 2.07950 -2.17998
16 O -3.33838 2.91472 -2.02174
17 O -1.92392 1.09143 -1.15223
18 C -2.54715 1.06078 -3.67675
19 F -1.52895 0.24074 -3.92285
20 F -3.64091 0.33439 -3.46216
21 F -2.74238 1.83874 -4.73291
22 I -1.46491 6.55608 -0.69978
23 C -1.76748 4.77766 0.28197
24 C -2.98873 4.19118 0.58287
25 N -2.74007 3.03230 1.17666
26 N -1.40169 2.83889 1.31026
27 C -0.80162 3.90810 0.74868
28 H -3.99355 4.52632 0.39264
29 H -3.33401 2.42562 1.74551
30 H 0.27173 3.96356 0.67513
31 C -1.52434 -4.83024 -5.02368
32 C -1.07945 -3.94350 -3.89636
33 C -1.99169 -3.31976 -3.06574
34 C -1.60782 -2.50283 -2.00215
35 C -2.70093 -1.94174 -1.13594
36 C -0.24879 -2.29339 -1.78829
37 Te 0.66643 -1.03663 -0.30819
38 N 0.94624 1.01337 1.81906
39 C 2.24720 1.44027 1.88463
40 O 3.11662 0.96723 1.17770
41 C 2.50312 2.58244 2.81127
42 C 3.73073 3.23274 2.72635
43 C 3.99972 4.31094 3.55228
44 C 3.04774 4.73709 4.46988
45 C 1.82803 4.08215 4.56501
46 C 1.55072 3.00654 3.73534
47 C 0.63013 -2.47470 1.25721
48 C -0.60030 -3.06159 1.55021
49 C -0.70030 -4.00005 2.55946
50 C 0.43515 -4.35279 3.27631
51 C 1.65189 -3.76762 2.98055
52 C 1.78217 -2.81230 1.96984
53 C 3.13735 -2.20885 1.72562
54 C 0.71041 -2.91859 -2.61040
55 C 2.20471 -2.78160 -2.42230
56 C 0.27397 -3.73619 -3.64270
57 H -2.59338 -4.73068 -5.20542
58 H -1.31756 -5.87725 -4.79377
59 H -0.99500 -4.58629 -5.94535
60 H -3.05359 -3.46145 -3.23596
61 H -3.61389 -1.82473 -1.71884
62 H -2.43933 -0.98692 -0.69276
63 H -2.92850 -2.63174 -0.32025
64 H 4.45374 2.88244 2.00222
65 H 4.95112 4.82134 3.48156
66 H 3.25878 5.58070 5.11438
67 H 1.09124 4.40571 5.28861
68 H 0.60667 2.48407 3.82053
69 H -1.48115 -2.75064 1.00839
70 H -1.65816 -4.44639 2.79172
71 H 0.36958 -5.08522 4.07053
72 H 2.53429 -4.04956 3.54301
73 H 3.37766 -1.48575 2.50655
74 H 3.20802 -1.68042 0.77825
75 H 3.90579 -2.98279 1.74826
76 H 2.54721 -1.75015 -2.51259
77 H 2.72279 -3.36501 -3.18198
78 H 2.52767 -3.15873 -1.44828
79 H 1.01303 -4.21571 -4.27460

Energy relative to the best compared isomer or geometry (same formula, charge and spin), kJ/mol: 324.0
Kohn-Sham gap (spin up / spin down), eV: 6.8 / 6.8
Electronic energy, eV: -119873.518
Spin multiplicity: 2

***

Record 5
Here is a molecular structure, C3HNaO3 at a distorted geometry from OMol25. Energies are from ωB97M-V/def2-TZVPD.

Positions of all 8 atoms, in Å:
1 O -1.41432 -1.06084 -0.80980
2 C 0.89939 0.67997 0.75354
3 C -1.41446 -0.14430 0.01620
4 O 1.62994 0.69761 1.70147
5 O 1.09262 0.37659 -0.54856
6 C -0.35607 0.78785 0.15906
7 Na 1.76976 -1.25957 -2.06803
8 H -2.20686 -0.07732 0.79612

Energy relative to the best compared isomer or geometry (same formula, charge and spin), kJ/mol: 124.6
Kohn-Sham gap, eV: 6.1
Electronic energy, eV: -13683.550

***

Record 6
Here is a molecular structure, CH4INO at a distorted geometry from OMol25. Energies are from ωB97M-V/def2-TZVPD.

Positions of all 8 atoms, in Å:
1 C -0.34376 -0.50513 -0.41010
2 N 0.79162 1.19233 1.25382
3 O 0.46685 -0.24632 -1.35493
4 I 2.08336 1.86118 -0.04494
5 H -1.03057 0.26542 0.04608
6 H -0.20008 -1.42214 0.15688
7 H 0.18594 1.94834 1.43873
8 H 0.80948 0.76648 -1.28788

Energy relative to the best compared isomer or geometry (same formula, charge and spin), kJ/mol: 248.6
Kohn-Sham gap (spin up / spin down), eV: 7.1 / 7.2
Electronic energy, eV: -12735.525

***

Record 7
Here is a single C4H5NO molecule at a distorted geometry from OMol25. Energies are from ωB97M-V/def2-TZVPD.

Positions of all 11 atoms, in Å:
1 C 0.78863 -1.08743 -0.53687
2 C 0.05865 1.22948 0.20225
3 C 0.37807 -0.20193 0.60990
4 C -1.00327 0.23638 0.41129
5 N -0.08647 -1.25363 -1.43136
6 O -1.22925 -0.69525 -1.28191
7 H 1.75785 -1.54494 -0.61630
8 H 0.14840 2.02799 0.92561
9 H 0.30939 1.52535 -0.80721
10 H 0.79952 -0.44633 1.57225
11 H -1.92150 0.21031 0.95235

Energy relative to the best compared isomer or geometry (same formula, charge and spin), kJ/mol: 415.6
Kohn-Sham gap, eV: 9.9
Electronic energy, eV: -7762.219

***

Record 8
Here is a molecular structure, Ca4HgO12P3 at a distorted geometry from OMol25. Energies are from ωB97M-V/def2-TZVPD.

Positions of all 20 atoms, in Å:
1 Hg -8.68674 -8.27559 0.85813
2 Ca -5.74667 -5.24012 0.76568
3 Ca -10.66532 -6.09441 3.39059
4 Ca -7.80899 -7.89895 5.93507
5 Ca -7.01817 -4.57295 4.71935
6 P -9.51087 -5.69028 6.06034
7 O -10.29633 -5.00902 7.09558
8 O -9.28571 -4.85361 4.81425
9 O -10.10390 -6.94562 5.35789
10 O -8.01964 -5.82901 6.39842
11 P -11.64207 -7.87418 0.94196
12 O -12.82553 -8.77417 0.59510
13 O -12.25526 -6.44949 1.25380
14 O -10.59900 -8.33901 -0.16415
15 O -11.14018 -8.22457 2.33549
16 P -7.33581 -6.44339 2.75058
17 O -7.12668 -4.94930 2.54049
18 O -8.79102 -6.88427 2.49044
19 O -7.07483 -6.83004 4.18249
20 O -6.69131 -7.17861 1.52225

Kohn-Sham gap, eV: 2.4
Total charge: +1
Electronic energy, eV: -130373.886

***

- electronic energy of number 8 (Ca4HgO12P3)?
  -130373.886 eV